Version a
C4H4S | ωB97M-V/def2-TZVPD

Last column: natural (NBO) charge in e.
Geometry (Å):
C (0.389, 0.887, -0.038)  -0.07
C (0.827, -0.449, 0.023)  -0.35
C (-0.008, -1.457, 0.151)  -0.27
C (0.088, 2.042, -0.102)  -0.20
S (-1.734, -1.046, 0.356)  0.00
H (-1.361, 0.042, -0.339)  0.15
H (1.920, -0.457, 0.075)  0.24
H (0.206, -2.589, 0.210)  0.24
H (-0.327, 3.027, -0.334)  0.25

Properties
* net charge: 0
* SMILES: C#C/C=C\S
* HOMO level: -0.3178 Ha
* frontier orbital gap: 9.39 eV


Version b
C4H4S | ωB97M-V/def2-TZVPD

Last column: natural (NBO) charge in e.
Geometry (Å):
C (0.096, -1.191, 0.086)  -0.30
C (1.026, -0.246, -0.224)  -0.02
C (-0.882, -0.188, 0.310)  0.12
C (0.132, 0.918, 0.131)  -0.52
S (-2.743, 0.152, -0.090)  -0.19
H (0.086, -2.263, 0.104)  0.24
H (1.992, -0.266, -0.694)  0.22
H (0.401, 1.454, 1.038)  0.23
H (-0.108, 1.629, -0.661)  0.23

Properties
* net charge: 0
* HOMO level: -0.3082 Ha
* frontier orbital gap: 7.24 eV


Which of them is most stable, and which least? Most stable: version a; least stable: version b.


Version a
C5H12NO2 | ωB97M-V/def2-TZVPD

Last column: natural (NBO) charge in e.
Geometry (Å):
C (1.106, 0.568, -0.300)  0.36
C (2.584, -1.317, -0.672)  -0.74
C (-2.218, 1.094, -0.495)  -0.44
C (-1.988, -0.898, 0.756)  -0.42
C (2.197, -0.328, 0.285)  0.47
N (-1.359, 0.257, 0.305)  -0.51
O (1.024, 1.810, 0.075)  -0.55
O (2.628, -0.018, 1.389)  -0.45
H (0.887, 0.574, -1.352)  0.21
H (2.400, -2.252, -0.117)  0.30
H (2.027, -1.287, -1.582)  0.25
H (3.783, -1.283, -0.775)  0.31
H (-2.637, 0.617, -1.403)  0.23
H (-3.112, 1.354, 0.081)  0.22
H (-1.719, 2.037, -0.788)  0.22
H (-2.830, -0.643, 1.481)  0.21
H (-2.424, -1.427, -0.039)  0.22
H (-1.234, -1.500, 1.364)  0.21
H (-0.784, 0.660, 0.957)  0.38
H (1.670, 1.983, 0.832)  0.54

Properties
* net charge: +1
* HOMO level (spin up / spin down): -0.4983 / -0.4983 Ha
* frontier orbital gap (spin up / spin down): 6.97 / 6.98 eV


Version b
C5H12NO2 | ωB97M-V/def2-TZVPD

Last column: natural (NBO) charge in e.
Geometry (Å):
O (1.762, 0.943, 1.034)  -0.53
C (0.843, 0.582, 1.705)  0.46
C (-0.615, 1.032, 1.426)  -0.52
C (-1.288, 0.381, 0.218)  -0.48
C (-0.663, -0.939, -0.170)  0.14
C (-0.901, -2.045, 0.536)  -0.35
N (0.247, -0.935, -1.367)  -0.73
H (0.905, 0.023, 2.661)  0.13
H (-0.550, 2.117, 1.305)  0.26
H (-1.147, 0.765, 2.345)  0.23
H (-2.356, 0.152, 0.323)  0.26
H (-1.452, 1.077, -0.622)  0.24
H (-0.339, -2.913, 0.204)  0.22
H (-1.513, -2.022, 1.422)  0.25
H (0.542, 0.078, -1.516)  0.49
H (-0.246, -1.267, -2.189)  0.44
H (1.067, -1.498, -1.147)  0.45
H (1.959, 1.366, -2.826)  0.50
H (2.123, 1.864, -1.414)  0.52
O (1.622, 1.240, -1.928)  -0.96

Properties
* net charge: +1
* HOMO level: -0.4976 Ha
* frontier orbital gap: 10.36 eV


Which of them is most stable, and which least? Most stable: version b; least stable: version a.


Version a
C28H20Br2Cl3N5OSn | ωB97M-V/def2-TZVPD

Last column: natural (NBO) charge in e.
Geometry (Å):
Sn (1.028, -1.352, 0.290)  1.39
C (4.456, 5.210, 3.192)  -0.31
C (5.430, 5.959, 3.896)  -0.35
C (5.435, 5.487, 5.214)  -0.33
C (4.324, 4.512, 5.313)  -0.32
C (3.677, 4.417, 4.083)  -0.37
H (4.416, 5.386, 2.157)  0.17
H (6.005, 6.810, 3.485)  0.19
H (6.039, 5.812, 6.084)  0.18
H (4.133, 3.994, 6.244)  0.18
H (2.872, 3.817, 3.740)  0.18
C (3.878, -3.076, 0.191)  -0.67
C (2.872, -3.856, -0.599)  0.30
C (3.074, -4.964, -1.478)  -0.28
C (2.004, -5.625, -2.084)  -0.09
C (0.655, -5.249, -1.806)  -0.05
C (-0.567, -5.896, -2.137)  -0.08
Br (-0.605, -7.597, -3.046)  0.05
C (-1.850, -5.438, -1.822)  -0.23
C (-1.945, -4.223, -1.174)  -0.18
Br (-3.581, -3.342, -1.255)  0.11
C (-0.764, -3.457, -0.802)  0.39
O (-0.837, -2.352, -0.117)  -0.83
C (0.511, -4.049, -1.026)  0.07
N (1.590, -3.343, -0.463)  -0.62
H (3.373, -2.810, 1.144)  0.24
H (4.125, -2.219, -0.444)  0.26
H (4.869, -3.686, 0.322)  0.25
H (4.072, -5.374, -1.571)  0.24
H (2.254, -6.456, -2.757)  0.25
H (-2.636, -6.077, -2.166)  0.26
Cl (-0.272, -4.651, 4.260)  0.10
C (-0.187, -2.834, 4.461)  -0.20
Cl (-1.831, -2.041, 4.335)  0.07
Cl (0.708, -2.138, 5.869)  0.11
C (0.490, -2.293, 3.315)  0.43
N (1.069, -1.852, 2.372)  -0.53
C (-2.970, 1.321, 1.065)  -0.24
C (-1.792, 0.716, 1.376)  0.03
N (-0.631, 1.043, 0.726)  -0.47
C (-0.664, 1.835, -0.315)  0.08
C (-1.851, 2.568, -0.696)  -0.10
C (-3.025, 2.347, 0.074)  -0.12
C (-1.709, 3.408, -1.898)  -0.10
C (-2.684, 3.942, -2.717)  -0.23
C (-3.659, 3.142, -3.348)  0.19
C (-4.430, 3.858, -4.326)  -0.29
C (-4.984, 3.023, -5.315)  0.07
N (-4.883, 1.677, -5.315)  -0.46
C (-4.357, 1.161, -4.198)  0.27
N (-3.726, 1.825, -3.280)  -0.47
H (-3.829, 0.959, 1.552)  0.22
H (-1.666, 0.092, 2.259)  0.20
H (0.320, 1.899, -0.834)  0.21
H (-3.967, 2.863, -0.081)  0.23
H (-0.711, 3.688, -2.196)  0.22
H (-2.652, 4.944, -3.130)  0.22
H (-4.361, 4.956, -4.425)  0.23
H (-5.434, 3.447, -6.206)  0.20
H (-4.621, 0.129, -3.990)  0.18

Properties
* net charge: 0
* HOMO level (spin up / spin down): -0.1460 / -0.1459 Ha
* frontier orbital gap (spin up / spin down): 1.60 / 1.60 eV


Version b
C28H20Br2Cl3N5OSn | ωB97M-V/def2-TZVPD

Last column: natural (NBO) charge in e.
Geometry (Å):
Sn (-0.639, -0.019, 1.103)  1.42
C (2.599, -5.066, 5.126)  -0.37
C (2.497, -5.005, 6.532)  -0.32
C (1.185, -4.898, 6.942)  -0.37
C (0.406, -4.840, 5.793)  -0.35
C (1.279, -4.937, 4.643)  -0.36
H (3.490, -5.162, 4.501)  0.18
H (3.387, -5.174, 7.189)  0.17
H (0.781, -4.924, 7.945)  0.18
H (-0.699, -4.860, 5.738)  0.17
H (0.962, -4.906, 3.594)  0.17
C (-0.936, 3.404, 0.037)  -0.66
C (-1.967, 2.513, -0.532)  0.28
C (-2.926, 3.048, -1.419)  -0.28
C (-3.935, 2.218, -1.904)  -0.06
C (-4.060, 0.906, -1.468)  -0.15
C (-4.977, -0.052, -1.938)  -0.09
Br (-6.408, 0.444, -3.040)  0.09
C (-4.987, -1.367, -1.444)  -0.22
C (-4.243, -1.770, -0.377)  -0.14
Br (-4.530, -3.332, 0.550)  0.18
C (-3.141, -0.907, 0.011)  0.28
O (-2.232, -1.402, 0.871)  -0.81
C (-3.077, 0.407, -0.539)  0.17
N (-2.034, 1.234, -0.093)  -0.63
H (-1.284, 4.436, 0.116)  0.24
H (0.000, 3.409, -0.612)  0.26
H (-0.669, 3.061, 1.024)  0.22
H (-2.896, 4.128, -1.751)  0.25
H (-4.773, 2.604, -2.512)  0.25
H (-5.629, -2.030, -1.945)  0.24
Cl (-2.050, 2.120, 6.463)  0.09
C (-0.942, 2.460, 5.054)  -0.20
Cl (-1.415, 3.994, 4.192)  0.07
Cl (0.738, 2.194, 5.507)  0.15
C (-1.240, 1.466, 4.015)  0.41
N (-1.312, 0.706, 3.154)  -0.46
C (3.480, -1.509, -1.524)  -0.26
C (2.551, -2.497, -1.083)  0.05
N (1.404, -2.703, -1.683)  -0.42
C (0.989, -1.846, -2.574)  0.06
C (1.820, -0.837, -3.141)  -0.15
C (3.098, -0.709, -2.618)  -0.13
C (1.128, -0.055, -4.164)  -0.10
C (1.413, 1.201, -4.643)  -0.27
C (2.179, 2.225, -3.957)  0.20
C (2.747, 3.282, -4.742)  -0.29
C (3.386, 4.260, -4.002)  0.07
N (3.663, 4.171, -2.715)  -0.45
C (3.211, 3.035, -2.120)  0.26
N (2.433, 2.131, -2.632)  -0.47
H (4.441, -1.376, -1.028)  0.23
H (2.752, -3.181, -0.280)  0.21
H (-0.016, -1.953, -2.913)  0.18
H (3.853, -0.070, -3.172)  0.23
H (0.249, -0.560, -4.603)  0.21
H (0.913, 1.543, -5.542)  0.22
H (2.688, 3.299, -5.834)  0.23
H (3.777, 5.181, -4.462)  0.20
H (3.519, 2.868, -1.093)  0.18

Properties
* net charge: 0
* HOMO level (spin up / spin down): -0.1469 / -0.1470 Ha
* frontier orbital gap (spin up / spin down): 1.70 / 1.71 eV


Which of them is most stable, and which least? Most stable: version b; least stable: version a.